# 1
This record from the Open Molecules 2025 dataset describes a molecular structure, C24H21FNO14Sr at a distorted geometry. The level of theory is ωB97M-V/def2-TZVPD.

```
62
Properties=species:S:1:pos:R:3:forces:R:3
Sr -0.256352 -0.575173 0.637032 -4.3 0.7 -0.3
C -2.662474 3.068858 2.760005 2.2 -1.8 -2.1
C -1.679636 2.186727 2.144378 -1.5 -0.1 0.4
C -0.651819 1.513044 3.118621 -0.5 0.7 1.1
O 0.205637 0.711715 2.678738 0.3 0.3 -0.3
C -0.761408 1.820839 4.504470 1.1 -0.3 -1.6
C -1.711239 2.668159 5.069639 -0.9 -1.4 1.4
C -2.749935 3.262020 4.105041 -1.2 3.3 0.9
O -3.596728 4.127305 4.541233 0.5 -1.0 0.6
O -1.839978 2.756636 6.325778 0.0 0.8 -0.9
O -1.719010 1.868900 0.942155 1.3 0.3 0.7
H -3.273950 3.578142 2.030007 -0.4 0.1 0.3
H -0.048658 1.292690 5.128771 -0.1 0.0 0.3
C -3.427276 -0.132749 -4.889808 0.1 -1.2 2.7
C -3.038211 -0.701861 -3.595331 0.6 1.0 -0.7
C -1.579812 -0.316755 -3.088430 -0.2 1.1 0.6
O -1.211271 -0.765123 -1.991819 0.4 0.0 -0.8
C -0.865954 0.706255 -3.822824 -0.7 -2.0 0.9
C -1.319011 1.266852 -4.998624 0.6 1.9 -0.2
C -2.703408 0.819964 -5.529120 0.0 -0.4 -4.1
O -3.068611 1.102476 -6.761558 0.9 0.8 1.6
O -0.626460 2.187300 -5.550084 -0.9 -0.7 -0.4
O -3.729873 -1.397412 -2.881862 -0.3 -0.6 -0.2
H -4.302389 -0.568914 -5.353919 -0.2 0.2 -0.1
H 0.096116 1.026128 -3.441215 0.1 0.2 -0.2
C -1.674827 -4.385995 2.992001 1.0 0.6 -0.6
C -1.065684 -3.393379 2.181158 -1.0 1.1 0.7
C -0.464764 -3.763881 0.792455 -1.5 -1.6 0.8
O -0.240125 -2.820174 0.036703 1.2 -0.7 -0.6
C -0.376925 -5.166138 0.486358 1.2 4.3 -0.6
C -0.835705 -6.082415 1.363736 1.2 -4.6 -0.1
C -1.457350 -5.714082 2.707063 -1.9 -1.6 1.0
O -1.893238 -6.647078 3.465261 0.7 0.4 -0.7
O -0.648056 -7.335108 1.076080 -0.6 1.3 0.9
O -1.081653 -2.180982 2.503117 1.0 -0.8 -0.4
H -2.217593 -4.109880 3.884454 0.1 0.1 0.1
H 0.298279 -5.330742 -0.345777 -0.5 -0.8 -0.3
F -2.904043 -0.947127 0.571609 1.0 0.2 0.3
C 2.561184 -2.001893 2.102248 0.1 0.6 -0.9
O 2.083897 -1.258097 0.980196 1.3 -0.3 -0.3
C 3.138881 -0.839883 0.082099 -1.1 0.1 2.7
C 2.545028 -0.356836 -1.204926 -0.4 0.4 -1.5
N 1.410829 0.586563 -1.121628 1.8 -0.8 1.8
C 1.791797 1.875387 -0.553928 -0.7 0.6 -2.0
C 2.416978 2.765612 -1.663606 0.4 0.0 1.0
O 2.397659 4.109801 -1.173622 0.2 -0.1 -0.8
C 2.950032 5.019964 -2.106070 -1.6 0.1 0.7
H 1.681212 -2.429515 2.574404 0.1 -0.2 0.1
H 3.125194 -1.361461 2.788244 -0.2 0.2 0.2
H 3.286187 -2.728291 1.721018 -0.3 -0.5 0.2
H 3.854995 -1.666716 0.057124 0.0 -0.1 -0.9
H 3.652133 -0.050812 0.650036 0.2 0.3 -0.4
H 2.186736 -1.194110 -1.806050 0.1 -0.1 0.1
H 3.382000 0.123997 -1.737947 0.2 -0.2 -0.2
H 0.844956 0.604809 -1.959536 -0.1 0.0 0.1
H 2.454066 1.782706 0.303108 0.0 -0.2 0.0
H 0.877372 2.380878 -0.235946 0.0 0.0 0.2
H 1.908782 2.640046 -2.624148 -0.5 0.3 0.2
H 3.465384 2.507944 -1.880761 0.1 -0.2 0.2
H 4.028963 4.879206 -2.194352 0.1 0.2 -0.2
H 2.622688 5.993023 -1.728439 0.8 0.2 0.2
H 2.416421 4.988652 -3.063025 0.4 -0.5 -0.3
```
Positions in Å, forces in eV/Å.

Results
E_HOMO ... 0.17606 Ha
LUMO level ... 8.3466 eV
Net charge ... -5
Gap between HOMO and LUMO ... 3.5557 eV

# 2
This record from the Open Molecules 2025 dataset describes a molecular structure, C17H20FeN3O5S2 at a distorted geometry. The level of theory is ωB97M-V/def2-TZVPD.

```
48
Properties=species:S:1:pos:R:3:forces:R:3
Fe -0.073988 0.954108 -1.411194 0.3 2.0 -0.4
N 0.763212 1.230308 -3.375694 -0.8 -0.3 0.1
C 1.928112 0.383808 -3.218394 1.0 -0.3 -0.2
C 2.567812 0.646508 -1.849994 -0.2 0.5 0.2
O 3.766412 0.422408 -1.662394 0.9 -0.3 -0.1
N 1.692112 1.128108 -0.990094 1.9 0.0 -0.5
C 2.080712 1.464208 0.344606 -0.2 -0.1 0.3
C 0.858612 1.209308 1.261406 1.4 0.4 -0.5
O 0.994212 1.211108 2.473306 -0.1 0.0 0.7
O -0.220188 1.020908 0.616006 -1.4 -0.3 -0.4
H 0.231012 0.992508 -4.205194 -0.1 0.1 0.1
H 1.017812 2.213208 -3.424894 -0.1 -0.2 0.1
H 2.692112 0.526808 -3.997494 -0.1 0.0 0.2
H 1.607312 -0.658092 -3.233994 0.0 0.0 -0.1
H 2.329312 2.531208 0.406606 0.1 0.0 0.2
H 2.953912 0.891808 0.675606 -0.1 0.1 0.1
O -1.867288 0.624708 -1.772594 -3.0 0.6 -0.2
N -2.741888 1.502008 -1.249394 -1.2 0.0 0.3
C -4.004888 1.069108 -0.874094 1.9 0.3 -0.6
C -4.956488 1.961008 -0.481694 -0.5 0.5 0.2
C -4.663688 3.331708 -0.422594 1.6 -0.1 -0.5
C -3.353288 3.743008 -0.737194 -2.6 0.2 0.8
C -2.401488 2.842608 -1.143594 1.8 -1.5 -0.8
S -0.798088 3.268208 -1.587494 -0.2 0.0 0.4
H -4.150588 0.003108 -0.938694 0.1 0.0 -0.1
H -5.943488 1.604908 -0.215594 0.1 -0.1 0.0
H -5.423788 4.050108 -0.159994 0.0 0.1 0.1
H -3.066188 4.778508 -0.652994 0.1 0.1 -0.1
C 3.064612 -2.418092 4.113506 0.0 0.1 0.0
C 2.103212 -2.221192 2.980606 -0.1 0.0 -0.2
C 2.568412 -2.061092 1.676206 -0.1 -0.2 0.5
C 1.690912 -1.828492 0.637806 -0.4 0.0 -0.4
C 0.329612 -1.757292 0.892906 0.1 0.2 0.4
C -0.148588 -1.914492 2.188006 0.0 0.0 -0.5
C 0.733512 -2.151292 3.218406 0.2 -0.1 0.0
S -0.817088 -1.261792 -0.394694 -0.8 -3.0 1.5
C -1.447588 -3.007092 -0.651594 0.2 0.9 0.0
O 0.030012 -1.113392 -1.608894 0.6 0.4 -0.8
H 3.918712 -3.013792 3.796206 0.1 0.0 0.0
H 2.584612 -2.907992 4.959206 0.0 0.0 0.1
H 3.433912 -1.447892 4.446606 0.1 0.0 0.1
H 3.631112 -2.107592 1.481106 0.1 0.0 -0.1
H 2.048012 -1.691592 -0.372894 0.1 0.1 -0.1
H -1.209188 -1.830792 2.369706 -0.2 0.1 0.1
H 0.358912 -2.263392 4.225306 0.0 0.0 0.1
H -0.613588 -3.624092 -0.960094 0.2 -0.1 0.0
H -2.192288 -2.949792 -1.436394 -0.2 0.0 -0.2
H -1.884588 -3.376092 0.266706 -0.1 -0.1 0.2
```
Positions in Å, forces in eV/Å.

Results
E_HOMO (alpha / beta) ... -0.13194 / -0.12878 Ha
LUMO level (alpha / beta) ... 2.5349 / 2.5359 eV
Net charge ... -1
Gap between HOMO and LUMO (alpha / beta) ... 6.1251 / 6.0402 eV

# 3
This record from the Open Molecules 2025 dataset describes 2 unconnected molecules or ions with the total composition C4H4N at a distorted geometry. The level of theory is ωB97M-V/def2-TZVPD.

```
9
Properties=species:S:1:pos:R:3:forces:R:3
C -2.696020 -0.085548 -0.695585 -5.6 -0.5 -1.2
C 2.272306 -0.968739 -0.280337 2.6 -1.4 -1.1
C -1.605355 0.072633 -0.260245 5.6 0.5 1.4
C 1.376034 -0.223164 0.053121 -0.6 1.4 0.9
N 0.550710 0.608699 0.646658 0.3 1.3 1.4
H -3.739198 -0.042752 -0.518266 -0.7 -0.1 -0.5
H 3.234186 -1.516389 -0.593073 -2.2 1.0 0.6
H 0.276098 0.363770 1.661568 0.3 0.6 -2.2
H 0.368278 1.633260 0.314810 0.5 -2.6 0.6
```
Positions in Å, forces in eV/Å.

Results
E_HOMO (alpha / beta) ... -0.56100 / -0.55579 Ha
LUMO level (alpha / beta) ... -3.6946 / -8.5439 eV
Net charge ... +1
Gap between HOMO and LUMO (alpha / beta) ... 11.5710 / 6.5800 eV
Spin multiplicity ... 3

Number 1: E -58924.1909 eV. Number 2: E -88720.2293 eV. Number 3: E -5685.6908 eV.